Density functional theory data (ωB97M-V/def2-TZVPD) for a molecular structure, ArH18HeO9 in a non-equilibrium geometry.

E_LUMO in eV: -0.402
E_tot in hartree: -1218.355129
HOMO-LUMO gap in eV: 9.901
Net charge: 0
Energy relative to the best compared isomer or geometry (same formula, charge and spin) in kJ/mol: 38.2

Cartesian coordinates (Å):
He  18.7729  3.6085  -13.7735
Ar  16.5476  6.1096  -13.3288
O  16.8103  1.3320  -13.4057
H  17.1923  0.7618  -12.7384
H  16.4043  2.0430  -12.9099
O  20.2620  5.0707  -16.0233
H  19.6694  4.3819  -16.3245
H  21.0358  4.6020  -15.7108
O  19.1735  1.3139  -15.1347
H  18.6160  1.4399  -14.3669
H  20.0556  1.2136  -14.7770
O  22.3618  3.5499  -15.3932
H  22.2968  3.2280  -16.2923
H  22.2555  2.7688  -14.8503
O  15.7348  3.9719  -16.3069
H  15.5963  3.0654  -16.5813
H  14.8620  4.3645  -16.3264
O  19.5322  3.2650  -10.9015
H  19.7432  2.9868  -11.7927
H  19.5755  2.4617  -10.3828
O  18.3800  3.3125  -16.9412
H  18.4962  2.5642  -16.3557
H  17.5505  3.7043  -16.6682
O  19.9529  6.9039  -13.6498
H  20.9054  6.9024  -13.5555
H  19.7911  6.4205  -14.4600
O  16.7544  4.1294  -9.9260
H  17.5291  3.8538  -10.4161
H  17.0166  4.9469  -9.5026